1.
5 unconnected molecules or ions with the total composition C22H48BO9PS. Source: OMol25; level of theory: ωB97M-V with the def2-TZVPD basis set.

Geometry (Å):
1 S -4.9701 0.6136 2.0077
2 P 2.0676 2.0784 -1.4236
3 O 0.4914 1.6262 0.7625
4 O -2.4362 1.4120 2.5073
5 O -4.0147 4.0888 4.8142
6 O 4.2705 -3.1682 -3.2891
7 O 1.8769 -0.6893 -0.2555
8 O -1.2443 0.4591 -3.0969
9 O 1.5006 -6.2492 -3.0993
10 O -1.3586 4.1305 2.8223
11 O 0.5474 2.8100 3.3521
12 C 5.1070 -3.9174 -2.8384
13 C 0.6406 -0.2358 -0.7433
14 C 2.2167 -1.9742 -0.7292
15 C 1.6911 1.2008 4.7169
16 C -1.9160 1.4836 1.1692
17 C -0.6683 2.3756 1.0962
18 C -4.5917 6.0552 6.0128
19 C -2.8654 -1.0370 -2.2084
20 C 1.1889 -6.5693 -5.4333
21 C 0.3589 1.6634 4.1832
22 C -2.4154 0.2288 -2.8960
23 C 6.5720 -3.7476 -3.1599
24 C -4.8367 4.6619 5.4926
25 C 1.5719 -4.2512 -4.3853
26 C -6.1503 4.0138 5.8532
27 C 0.5811 1.2837 -0.6032
28 C -3.4918 1.1986 -3.3157
29 C 3.4452 2.0443 -0.2024
30 C 1.4266 -5.7386 -4.1942
31 C -3.7628 1.8291 2.6515
32 C 2.6160 0.9526 -2.7698
33 C 4.7310 -5.0623 -1.9299
34 B -0.4914 3.1019 2.5069
35 H -3.6156 6.4003 5.6810
36 H 2.1864 0.6453 3.9336
37 H -0.8276 3.1620 0.3608
38 H -1.6238 0.4798 0.8915
39 H 6.7032 -2.8921 -3.8183
40 H -0.1937 -0.6801 -0.1896
41 H -0.0489 0.8454 3.6010
42 H -6.9786 4.6117 5.4706
43 H -3.0361 2.0630 -3.7928
44 H -0.3124 1.9089 5.0007
45 H -6.2412 3.9334 6.9373
46 H 1.9786 -2.0898 -1.7823
47 H -5.3583 6.7341 5.6363
48 H -4.4641 -0.4749 2.5982
49 H -3.4071 -0.7919 -1.2920
50 H 3.2298 1.5327 -3.4404
51 H -3.5222 -1.6069 -2.8674
52 H 6.9524 -4.6422 -3.6554
53 H 1.7008 -2.7393 -0.1491
54 H 1.7418 -3.7773 -3.4246
55 H 3.6530 -5.0771 -1.7825
56 H 3.2777 -2.1090 -0.5788
57 H -4.6204 6.0565 7.1034
58 H -1.9700 3.8666 3.5328
59 H 1.7715 0.5649 -3.3270
60 H 7.1384 -3.5823 -2.2423
61 H 1.5083 0.5084 5.5278
62 H -2.6991 1.8465 0.5177
63 H 2.4219 -4.0389 -5.0333
64 H -6.1992 3.0185 5.4169
65 H 1.1049 -7.6181 -5.1580
66 H 5.2251 -4.9484 -0.9633
67 H -4.0584 1.5279 -2.4428
68 H -1.9982 -1.6444 -1.9579
69 H -4.1729 0.7185 -4.0199
70 H 3.4861 3.0184 0.2566
71 H 0.2669 -6.2534 -5.9233
72 H -3.9344 1.9217 3.7083
73 H -3.9263 2.7891 2.1745
74 H 3.2064 0.1134 -2.4172
75 H 0.4898 -0.5216 -1.7772
76 H 4.3647 1.9291 -0.7617
77 H 2.3005 2.0317 5.0413
78 H -0.2753 1.6316 -1.1624
79 H 0.6638 -3.8411 -4.8328
80 H 2.0201 -6.4478 -6.1295
81 H 3.3657 1.2548 0.5316
82 H 5.0382 -6.0096 -2.3758

Forces on the atoms, in the same order (eV/Å):
-0.255 0.230 -0.510
-0.131 1.552 -0.286
0.131 0.394 0.096
0.202 0.083 -0.040
0.103 -0.088 -0.043
0.083 0.039 0.006
0.171 -0.124 -0.139
-0.106 -0.004 -0.095
0.026 -0.015 -0.008
-0.693 -0.448 -0.127
-0.369 -0.299 0.213
-0.028 -0.021 0.040
-0.274 0.303 0.321
-0.200 0.128 0.518
-0.332 -0.198 -0.248
0.048 0.220 0.277
0.146 0.018 0.522
0.194 -0.042 -0.116
0.221 -0.015 0.021
0.002 -0.168 0.159
0.715 0.038 -0.121
0.002 0.002 0.002
-0.091 0.164 -0.124
-0.021 0.093 0.047
-0.146 -0.076 0.174
0.121 -0.172 -0.140
0.811 -1.520 -0.202
0.183 0.120 -0.053
-0.378 -0.293 -0.287
0.002 0.030 0.036
0.389 -0.791 0.263
-0.040 -0.389 0.565
-0.205 0.134 -0.025
0.267 0.396 -0.022
0.003 -0.007 -0.008
0.445 0.015 -0.199
-0.017 0.163 -0.290
-0.055 -0.250 -0.232
-0.013 0.005 0.002
-0.056 -0.161 0.234
-0.441 -0.159 -0.118
-0.022 0.055 0.119
0.015 -0.005 0.002
-0.293 0.107 0.111
-0.079 0.107 0.007
0.022 -0.018 -0.266
-0.067 -0.003 0.116
0.134 0.114 0.196
-0.114 -0.015 -0.060
0.151 0.256 -0.263
-0.112 0.040 0.066
0.059 -0.045 0.115
-0.191 -0.240 -0.018
0.052 0.025 0.007
-0.007 -0.023 -0.028
0.333 -0.002 -0.047
-0.126 0.049 0.002
0.317 0.542 0.007
-0.236 0.046 -0.149
0.044 -0.125 0.004
0.106 -0.126 0.381
-0.276 -0.010 -0.294
-0.064 0.071 -0.088
0.003 0.003 -0.006
0.001 0.003 0.013
0.101 -0.090 -0.035
-0.104 -0.091 -0.026
0.007 0.004 -0.006
-0.097 -0.020 0.095
-0.036 0.219 0.388
0.066 0.070 -0.097
-0.027 0.184 0.330
-0.321 0.137 -0.239
0.058 -0.228 0.119
0.143 0.006 -0.382
0.274 -0.123 -0.206
0.156 0.167 0.162
-0.350 0.166 -0.145
0.064 -0.022 -0.143
-0.071 0.089 -0.078
-0.023 -0.140 0.193
0.099 -0.016 0.082

- ΔE to the lowest compared entry with this formula, charge and spin (kJ/mol) = 41.07
- orbital gap (eV) = 7.658
- multiplicity = 1
- SMILES = CCOB(O)[C@H](COCS)O[C@H](COC)P(C)C.CC(C)=O.CC(C)=O.CC(C)=O.CC(C)=O


2.
A molecular structure, C23H57BF4N3NiO7S4. Source: OMol25; level of theory: ωB97M-V with the def2-TZVPD basis set.

Geometry (Å):
1 Ni 0.1850 4.1685 -0.7543
2 S 2.0329 5.5973 1.6166
3 S -1.6798 3.0124 -3.2590
4 S 2.8423 3.5774 -2.7507
5 S -1.1060 1.6215 4.7720
6 F 2.1301 0.8215 -0.1256
7 F 0.4492 0.8601 -1.6171
8 F -0.0053 0.1712 0.5541
9 F 0.5161 2.4211 0.1709
10 O -1.2206 -5.1269 -0.1772
11 O -1.9038 -0.0994 -3.4680
12 O -0.9906 4.7992 0.6806
13 O 1.4232 3.7590 -2.1926
14 O 1.7006 4.9483 0.2595
15 O -0.7125 2.9072 4.0857
16 O -1.4104 3.5853 -1.8696
17 N -1.4997 -2.0092 -2.2957
18 N -2.3892 3.0811 0.5533
19 N -0.0636 -5.6540 0.3911
20 C -3.2814 2.0753 1.0986
21 C -0.5442 -4.5299 2.4895
22 C 3.8287 2.8936 -1.4376
23 C 1.6664 4.6578 3.0369
24 C 2.7480 -5.4922 0.8565
25 C 0.1621 -7.4847 -1.1241
26 C 1.7414 -5.1166 1.9372
27 C 0.4272 -4.5663 1.3307
28 C -2.5580 -1.8087 -1.3033
29 C -1.9084 4.1249 1.2022
30 C -2.4576 4.5106 2.4979
31 C -1.2724 -1.1235 -3.2634
32 C 0.6335 -3.1231 0.7851
33 C 2.7147 2.1640 -3.8911
34 C 1.0702 -5.3274 -1.8512
35 C 0.8372 -6.1982 -0.6482
36 C 2.1638 -6.6010 -0.0460
37 C -3.4142 2.8896 -3.4474
38 C -1.3105 4.4050 -4.3421
39 C -0.1378 -1.4855 -4.1887
40 C -0.5233 0.2270 3.7256
41 C -0.0197 1.3018 6.1627
42 C 0.9463 6.9816 1.7210
43 B 0.7660 1.0035 -0.2576
44 H -3.5805 2.5768 -4.5054
45 H -3.5637 -2.1669 -1.6303
46 H 0.6480 -2.0081 -3.6916
47 H -2.3983 5.5800 2.6947
48 H -1.9351 5.2962 -4.3208
49 H 2.5224 1.2343 -3.3337
50 H 3.5865 2.1878 -4.5625
51 H 0.9964 1.2092 5.7969
52 H 4.1509 3.8055 -0.8976
53 H -0.9013 -2.8388 -2.2744
54 H 0.0915 -5.2741 -2.3729
55 H -0.9293 -7.3880 -1.1899
56 H 1.8639 2.4146 -4.5077
57 H -0.5708 -2.0821 -4.9919
58 H -0.7231 -5.5681 2.8554
59 H -1.5015 -4.0962 2.4107
60 H 3.6905 -5.8165 1.2863
61 H -1.2471 3.9547 -5.3496
62 H 2.4257 3.9773 3.3376
63 H -1.8702 3.9652 3.2384
64 H -2.6501 -0.7543 -1.2011
65 H -4.3212 2.1253 0.6794
66 H 0.7066 4.0406 2.9833
67 H 2.0789 -7.5519 0.5156
68 H 1.5479 -6.0230 2.4852
69 H 1.6038 5.3214 3.9095
70 H -3.4871 4.1663 2.6723
71 H -0.1367 -2.8080 0.1125
72 H -3.2655 2.2527 2.1403
73 H -2.0339 3.0018 -0.4066
74 H 1.7475 -5.7422 -2.5640
75 H -0.0047 6.8062 1.1793
76 H 0.5888 0.2288 3.8061
77 H 1.4963 -4.3617 -1.6120
78 H -0.0785 -4.0695 3.3842
79 H -0.8549 0.6324 2.7617
80 H 0.2483 -0.5612 -4.6571
81 H -0.1190 2.0005 7.0126
82 H -2.2403 -2.3116 -0.4062
83 H 3.2032 2.3042 -0.7989
84 H -0.2473 4.7046 -4.0840
85 H 1.5721 -2.9933 0.2038
86 H 3.0596 -4.6256 0.1785
87 H -3.6920 2.0573 -2.7530
88 H 2.8644 -6.7558 -0.8784
89 H 0.4843 -7.7017 -2.1538
90 H -1.7402 -5.8986 -0.1613
91 H 0.7848 7.2562 2.7258
92 H -0.3782 0.3413 6.5435
93 H -2.8596 1.0772 0.8722
94 H 2.1338 -4.3199 2.6581
95 H -3.8354 3.8411 -3.1190
96 H 0.4442 -8.3908 -0.5265
97 H 0.7120 -2.3725 1.5395
98 H 4.7308 2.3342 -1.7861
99 H -0.8761 -0.8081 3.8899
100 H 1.4827 7.7760 1.2459

Forces on the atoms, in the same order (eV/Å):
0.274 -0.432 0.408
1.248 0.376 -1.530
1.931 0.330 -0.664
-0.558 -0.198 -0.369
-0.701 -0.441 0.485
0.103 -0.299 0.529
-0.306 0.298 0.529
0.266 0.500 -0.270
-0.233 -0.768 -0.036
0.015 1.169 -0.840
-0.811 0.338 0.412
0.253 0.658 -0.019
0.874 -0.205 -1.139
0.525 0.154 1.047
0.677 -1.142 0.429
-0.606 0.252 0.012
-0.390 -0.774 0.570
-0.130 -0.240 -0.397
1.885 1.419 1.447
-0.121 -0.343 -1.377
0.690 -1.468 2.031
1.125 0.926 0.118
-2.851 -1.273 0.941
0.392 0.769 -1.216
0.047 -1.095 -0.622
0.710 1.654 -0.237
0.552 -0.571 0.187
-0.120 -0.847 -1.115
-0.723 -0.196 -0.707
-0.861 0.024 1.065
0.910 0.289 -0.905
1.132 -0.994 -1.232
-0.020 0.339 0.451
-1.366 0.790 -0.493
-0.159 -0.967 0.218
0.992 0.311 0.880
-0.329 -0.754 0.555
1.686 -0.296 -0.459
-0.414 0.914 -0.758
0.900 0.874 -0.116
-0.281 -0.100 0.483
-0.912 -0.173 -1.054
-0.110 -0.073 -0.568
-0.130 0.393 0.853
0.819 -0.070 0.102
0.591 -0.496 0.245
0.158 -0.081 -0.220
-0.335 -0.289 0.235
0.250 0.312 -0.300
-0.071 -0.279 0.555
0.232 0.099 0.147
-0.010 -0.598 -0.086
-0.570 0.505 0.234
0.555 0.627 0.143
0.237 -0.123 0.120
-0.385 -0.031 -0.116
0.192 -0.206 -0.034
0.069 0.476 -0.478
-1.065 0.752 -0.814
0.086 -0.202 0.203
-0.245 0.404 0.269
1.035 -0.594 -0.509
0.067 0.294 0.158
-0.002 0.889 0.520
0.887 0.106 0.423
1.130 1.008 -0.030
0.006 0.520 -0.150
-0.317 -0.287 0.472
-0.221 0.282 -0.452
0.233 0.314 -0.334
-0.724 0.045 -0.288
-0.458 -0.387 1.124
-0.244 -0.310 0.440
0.527 -0.756 -0.338
0.583 -0.157 0.508
-0.733 0.032 -0.421
-0.313 0.447 0.147
0.014 0.153 -0.561
0.381 -0.605 -0.104
-0.166 -0.467 0.373
0.006 0.027 -0.790
-0.176 0.009 0.464
-0.281 -0.475 0.209
-1.215 -0.418 -0.131
-0.409 -0.376 0.296
-0.619 -0.808 0.971
-0.021 0.604 -0.732
-0.179 -0.264 0.229
-0.024 -0.022 0.225
-1.725 -1.120 -0.114
-0.286 0.237 1.239
0.182 -0.111 -0.107
-0.232 0.449 0.211
-0.345 -1.110 -0.917
-0.368 -0.147 -0.366
-0.493 0.952 -0.271
-0.169 0.256 0.937
-0.864 0.474 -0.004
-0.305 0.849 0.318
0.270 0.538 -0.373

- orbital gap (alpha / beta) (eV) = 8.550 / 7.931
- multiplicity = 3
- charge = +1


3.
3 unconnected molecules or ions with the total composition CH7O2S. Source: OMol25; level of theory: ωB97M-V with the def2-TZVPD basis set.

Geometry (Å):
1 S 0.1170 0.4946 -0.9050
2 O -2.9511 -0.3592 -2.4344
3 O 3.0918 -0.6402 1.1328
4 C -0.0996 0.5905 0.9413
5 H 0.7888 0.9453 1.4610
6 H 2.7744 -0.6557 0.2051
7 H -0.9684 1.2001 1.1622
8 H -2.5114 0.3792 -2.8252
9 H -0.3016 -0.4343 1.2693
10 H -2.3472 -0.4525 -1.6828
11 H 2.4071 -1.0679 1.6758

Forces on the atoms, in the same order (eV/Å):
0.093 -0.003 0.403
-0.383 -0.584 0.470
-0.026 -0.384 -0.121
-0.063 -0.690 -0.914
0.000 0.200 -0.052
-0.319 0.147 0.760
-0.046 0.195 0.274
0.351 0.923 -0.745
-0.050 0.139 0.293
0.226 -0.290 0.317
0.217 0.348 -0.684

- ΔE to the lowest compared entry with this formula, charge and spin (kJ/mol) = 38.04
- orbital gap (eV) = 6.804
- multiplicity = 1
- charge = -1


4.
BrH3N2 in the gas phase. Source: OMol25; level of theory: ωB97M-V with the def2-TZVPD basis set.

Geometry (Å):
1 Br 0.7494 -0.9051 1.8430
2 N 0.1535 0.5097 0.5043
3 N -0.1139 0.1454 -0.8435
4 H -0.7624 0.8293 0.9225
5 H 0.7809 -0.1271 -1.3102
6 H -0.8075 -0.4523 -1.1162

Forces on the atoms, in the same order (eV/Å):
-0.527 0.281 -0.774
-1.441 0.072 -0.870
4.254 1.897 1.478
1.279 -0.721 -0.579
-1.142 0.550 0.715
-2.423 -2.078 0.030

- ΔE to the lowest compared entry with this formula, charge and spin (kJ/mol) = 17.62
- orbital gap (eV) = 9.342
- multiplicity = 1
- SMILES = NNBr


Q: Which energy values were calculated for the entries above? A: -2308.60672 -5126.81619 -590.99788 -2685.24795, in hartree.